# C8H16N2O3S

An isolated molecule of C8H16N2O3S (the ωB97M-V functional and the def2-TZVPD basis, the OMol25 dataset).

## Properties
highest occupied orbital energy: -8.2759 eV
E: -1047.72282 hartree
lowest unoccupied orbital energy: 0.2411 eV
max |F|: 0.083 Eh/bohr
energy above the lowest of the compared OMol25 structures with the same formula, charge and spin: 110.44 kcal/mol

Structure (ORCA input):
```
! wB97M-V def2-TZVPD RIJCOSX def2/J DEFGRID3
* xyz 0 1
C -1.11 1.95 0.59
C -0.13 0.84 0.42
C -0.82 -0.32 -1.63
C -0.19 -0.24 1.55
C -1.64 -0.76 1.95
C 0.58 0.22 2.77
C 1.85 -0.65 -2.66
C 1.69 0.36 -1.48
N -2.08 -0.20 -1.22
N 0.04 0.45 -1.06
O -1.36 2.57 -0.60
O -1.58 2.29 1.63
O 2.21 0.22 -0.34
S 0.57 -1.71 0.87
H 0.79 1.50 0.57
H -0.79 -0.89 -2.51
H -2.37 -0.73 1.28
H -2.07 -0.22 2.75
H -1.51 -1.76 2.26
H -0.05 0.51 3.62
H 1.15 1.04 2.65
H 1.18 -0.61 3.05
H 1.10 -0.33 -3.38
H 2.88 -0.47 -2.90
H 1.79 -1.55 -2.08
H 1.71 1.38 -1.84
H -2.82 -0.62 -1.80
H -2.41 0.22 -0.38
H -0.69 2.47 -1.27
H 1.48 -1.02 0.25
*
```

Atom charges from the natural (NBO) analysis, given in e for atoms 1 to 4: 0.772 -0.203 0.382 -0.147